{
  "formula": "C5H11N3O",
  "method": "ωB97M-V with the def2-TZVPD basis set",
  "elements": ["C", "C", "C", "N", "C", "C", "N", "N", "O", "H", "H", "H", "H", "H", "H", "H", "H", "H", "H", "H"],
  "xyz": [[-1.976, 0.817, -0.470], [1.885, -0.958, 1.261], [-0.049, -0.755, -1.996], [-0.721, 0.512, 0.207], [0.748, 1.491, -0.373], [0.390, -0.421, -0.599], [-0.858, 0.502, 1.610], [1.333, -1.057, -0.060], [1.330, 1.956, 0.536], [-0.081, 1.032, 2.007], [-0.824, -0.450, 1.961], [-1.770, 1.291, -1.429], [-2.542, 1.509, 0.151], [-2.570, -0.085, -0.632], [2.092, 0.083, 1.545], [1.234, -1.397, 2.023], [2.826, -1.510, 1.274], [-0.953, -1.364, -1.968], [0.746, -1.331, -2.462], [-0.241, 0.136, -2.586]],
  "forces_ev_per_a": [[0.2, -0.2, -0.2], [0.0, 0.0, 0.2], [0.1, 0.2, 0.1], [0.6, -1.1, 0.0], [1.7, 2.7, -0.2], [-1.7, -1.0, 1.4], [0.3, -0.5, -0.5], [-0.4, 0.3, -0.4], [-0.8, -0.5, -0.4], [0.1, 0.0, -0.1], [0.0, 0.1, 0.1], [0.0, 0.0, 0.0], [0.1, -0.1, 0.0], [-0.1, 0.0, 0.0], [0.0, -0.1, -0.1], [0.0, 0.1, 0.0], [-0.1, 0.0, 0.0], [0.0, 0.0, 0.0], [0.0, 0.0, 0.0], [0.0, 0.1, 0.0]],
  "nbo_charge": [-0.42, -0.44, -0.67, -0.31, 0.43, 0.44, -0.65, -0.45, -0.60, 0.36, 0.35, 0.21, 0.23, 0.19, 0.21, 0.19, 0.21, 0.22, 0.25, 0.23],
  "total_energy_ev": -11877.229,
  "e_above_lowest_kcal_mol": 104.7,
  "gap_ev": 9.22,
  "homo_ha": -0.313,
  "total_charge": 0,
  "multiplicity": 1
}

{
  "formula": "C4H5NOS",
  "method": "ωB97M-V with the def2-TZVPD basis set",
  "elements": ["S", "C", "C", "N", "O", "C", "C", "H", "H", "H", "H", "H"],
  "xyz": [[-2.353, -0.069, -0.089], [-0.681, -0.030, 0.184], [0.267, -1.202, 0.224], [1.567, -1.307, -0.064], [2.090, -0.068, -0.416], [1.469, 1.043, 0.300], [0.058, 1.311, -0.105], [-0.153, -2.142, 0.558], [2.267, 1.815, -0.017], [1.478, 0.788, 1.456], [-0.164, 2.054, 0.799], [-0.150, 1.545, -1.212]],
  "forces_ev_per_a": [[2.8, -0.6, 0.9], [-0.8, 0.8, -2.2], [1.0, -1.0, 0.6], [-3.5, 2.1, 0.0], [-0.1, -0.5, 0.9], [3.1, -0.2, -0.2], [-0.7, -0.1, 1.9], [-0.1, -0.1, -0.2], [-1.7, -0.6, 1.1], [0.2, 0.6, -2.2], [-0.6, -0.8, -2.6], [0.4, 0.4, 2.0]],
  "nbo_charge": [0.07, -0.10, -0.10, -0.01, -0.37, -0.11, -0.53, 0.22, 0.23, 0.19, 0.26, 0.27],
  "total_energy_ev": -18597.958,
  "e_above_lowest_kcal_mol": 91.3,
  "gap_ev": 7.61,
  "homo_ha": -0.337,
  "total_charge": 0,
  "multiplicity": 1,
  "smiles": "S=C1C=NOCC1"
}

{
  "formula": "C8H12N3O",
  "method": "ωB97M-V with the def2-TZVPD basis set",
  "elements": ["C", "C", "C", "C", "C", "C", "C", "N", "N", "C", "O", "N", "H", "H", "H", "H", "H", "H", "H", "H", "H", "H", "H", "H"],
  "xyz": [[1.759, -0.251, -2.760], [0.750, 0.079, -1.773], [-0.056, 1.183, -1.849], [-1.262, 1.643, -1.230], [-1.921, 1.615, 0.013], [-1.958, 1.026, 1.280], [-1.130, 0.262, 2.032], [-0.072, -0.621, 1.682], [0.323, -1.416, 2.898], [0.533, -1.085, 0.543], [1.214, -2.268, 0.728], [0.755, -0.746, -0.730], [2.586, -0.442, -2.222], [1.772, 0.557, -3.399], [1.576, -1.156, -3.255], [0.241, 1.835, -2.722], [-1.584, 2.556, -1.733], [-2.742, 2.494, -0.011], [-2.790, 1.259, 1.863], [-1.311, 0.003, 3.097], [-0.457, -1.584, 3.512], [0.982, -0.914, 3.451], [1.296, -2.518, 1.624], [1.495, -1.509, -1.039]],
  "forces_ev_per_a": [[-1.9, 0.1, 0.0], [-3.1, 3.6, 0.5], [0.4, 0.0, -1.8], [0.5, 1.3, 2.4], [-1.8, 2.7, -2.8], [2.0, -1.4, 0.6], [0.2, -1.3, -0.3], [0.3, -0.3, 1.1], [0.1, -0.2, -2.1], [0.8, -1.7, 1.6], [-0.4, 1.4, -2.4], [2.4, -4.5, 1.3], [3.7, 0.0, 1.3], [0.8, 1.4, -1.7], [-0.8, -1.3, -1.1], [-0.6, -0.9, 0.9], [-0.2, -0.5, -0.3], [1.7, -2.3, 0.0], [-1.2, 0.9, 0.8], [-0.5, 1.0, -1.1], [-0.7, -0.1, -0.5], [0.8, 0.9, 0.0], [-0.3, -0.3, 2.1], [-2.2, 1.4, 1.3]],
  "nbo_charge": [-0.63, 0.20, -0.23, -0.19, -0.21, -0.24, -0.01, -0.23, -0.65, 0.73, -0.66, -0.52, 0.21, 0.25, 0.24, 0.23, 0.23, 0.24, 0.24, 0.21, 0.39, 0.38, 0.53, 0.46],
  "total_energy_ev": -14996.986,
  "e_above_lowest_kcal_mol": 115.2,
  "gap_ev": 8.12,
  "homo_ha": -0.436,
  "total_charge": 1,
  "multiplicity": 1,
  "smiles": "Cc1ccccc[n+](N)c(O)[nH]1"
}

{
  "formula": "C6H7CuNaO6",
  "method": "ωB97M-V with the def2-TZVPD basis set",
  "elements": ["Na", "O", "O", "C", "C", "O", "C", "H", "H", "H", "H", "Cu", "O", "O", "C", "C", "O", "C", "H", "H", "H"],
  "xyz": [[-3.934, -1.983, 0.298], [-2.307, -1.542, -1.195], [-1.637, 0.728, -1.091], [-2.363, 1.630, -0.258], [-2.254, 0.980, 1.111], [-2.244, -0.409, 0.792], [-1.725, -0.562, -0.539], [-1.893, 2.617, -0.313], [-3.409, 1.698, -0.592], [-3.108, 1.181, 1.766], [-1.318, 1.254, 1.624], [4.414, 0.806, -4.592], [3.163, 1.035, -2.324], [1.231, 0.118, -1.640], [0.582, -1.018, -1.600], [-0.411, -1.360, -0.603], [2.043, -0.254, -3.756], [2.221, 0.327, -2.684], [0.377, -1.433, -2.598], [0.692, -1.154, 0.010], [-0.472, -2.436, -0.401]],
  "forces_ev_per_a": [[0.3, 0.1, -0.3], [-2.3, 1.2, -0.1], [0.0, -0.4, 0.3], [-0.1, 0.2, 0.0], [0.2, 0.3, 0.3], [-0.3, 0.1, -0.1], [-0.1, -1.5, -0.3], [-0.1, -0.3, 0.0], [0.2, 0.0, 0.0], [0.2, 0.0, -0.1], [-0.3, -0.1, -0.1], [-1.2, -0.2, 1.2], [0.0, 0.1, -0.2], [-0.6, -1.0, 1.2], [-3.1, 1.9, -2.4], [6.4, 0.3, 1.7], [-0.1, 0.1, 0.0], [1.3, -0.3, -1.4], [1.7, -1.1, 0.0], [-1.7, -0.1, 0.8], [-0.5, 0.6, -0.6]],
  "nbo_charge": [0.97, -0.84, -0.52, -0.10, -0.10, -0.60, 0.76, 0.21, 0.18, 0.20, 0.19, 0.95, -0.73, -0.45, 0.42, -0.48, -0.74, 0.95, 0.24, 0.24, 0.26],
  "total_energy_ev": -67666.086,
  "e_above_lowest_kcal_mol": 39.0,
  "gap_ev": 6.96,
  "homo_ha": -0.434,
  "total_charge": 1,
  "multiplicity": 1
}